212
Properties=species:S:1:pos:R:3:forces:R:3:lowdin_charge:R:1 method="wB97M-V/def2-TZVPD" spin_multiplicity=1 orbital_gap_ha=0.27975 charge=+1
Sr 0.79350 0.52418 5.13657 0.52 -0.97 -2.10 1.57
Sr 1.16570 -1.42700 1.84126 -0.55 0.47 -0.17 1.44
O -0.37520 -1.27577 3.78811 -0.18 -0.16 1.00 -0.60
H -0.91092 -2.02328 4.11790 0.64 0.67 -0.05 -0.06
O 2.51754 -0.26758 3.46807 0.74 0.07 0.24 -0.65
H 3.38180 -0.07781 3.05387 -0.65 -0.04 0.61 -0.07
O 0.16084 0.25221 0.47699 -0.01 0.46 -0.99 -0.53
H -0.18182 0.65914 -0.34247 0.69 0.09 0.96 -0.05
C -3.16639 -3.59889 -2.65619 0.11 -1.18 -1.09 -0.04
C -3.56780 -3.81706 -1.21538 -0.19 -0.25 -0.58 -0.41
C -3.72697 -5.28800 -0.82185 -0.47 -0.22 -0.23 -0.21
O -4.78993 -5.86044 -1.55460 -0.36 -1.63 -0.52 -0.18
C -4.72347 -7.31399 -1.56892 -0.63 0.54 -0.39 -0.09
N -2.59193 -3.16637 -0.37022 -0.68 0.11 -0.25 0.06
H -2.55750 -4.43092 -3.00986 0.26 -0.18 0.02 0.07
H -2.55792 -2.71932 -2.86644 -0.24 0.25 0.32 0.06
H -4.03162 -3.61338 -3.31896 -0.05 0.20 0.03 0.09
H -4.50785 -3.27185 -1.13073 -0.60 -0.44 0.37 0.13
H -3.95262 -5.45293 0.23170 0.04 0.51 0.47 0.11
H -2.82263 -5.87164 -0.99401 0.52 0.25 -0.28 0.11
H -5.56892 -7.78819 -2.06736 -0.46 0.89 -0.34 0.08
H -4.81712 -7.77723 -0.58671 0.74 0.32 0.40 0.08
H -3.88716 -7.67158 -2.16960 0.54 0.12 0.47 0.08
H -2.65376 -2.23180 -0.74818 0.70 0.42 0.31 0.03
H -3.06026 -3.04275 0.51606 0.46 -0.08 0.71 0.03
C -1.20321 -5.38974 2.03699 1.02 -0.24 -0.16 -0.03
C -0.22494 -4.22537 2.15838 0.85 -0.69 0.16 -0.42
C 1.20758 -4.66850 2.57224 0.32 0.61 0.55 -0.13
O 2.01575 -3.49190 2.85846 -0.26 -0.65 0.19 -0.35
C 3.02413 -3.72764 3.81209 0.00 -0.10 0.56 -0.10
N -0.05384 -3.52547 0.89602 0.14 0.21 0.63 -0.02
H -0.84259 -5.96713 1.18571 -0.45 -0.20 -0.28 0.07
H -2.20645 -4.99700 1.87158 0.06 -0.25 -0.02 0.06
H -1.13836 -6.06614 2.88927 -0.35 0.12 0.25 0.08
H -0.65310 -3.54113 2.89090 0.43 0.08 0.17 0.09
H 1.78757 -5.17980 1.80394 -0.55 -0.27 -0.55 0.12
H 1.27060 -5.32962 3.43657 -0.49 0.05 0.30 0.12
H 3.66743 -4.57503 3.57503 0.15 -0.01 -0.47 0.09
H 2.58261 -3.98505 4.77484 -0.22 0.07 0.24 0.09
H 3.61600 -2.82313 3.95225 -0.10 0.00 -0.25 0.08
H -0.96655 -3.37084 0.49210 -0.52 0.27 -0.31 0.02
H 0.36067 -4.16510 0.23333 0.14 -0.12 -0.31 0.03
C -5.25288 -2.68317 2.19998 -0.59 -0.42 1.15 -0.05
C -4.05014 -2.31738 3.06328 0.49 0.10 0.04 -0.37
C -3.68114 -3.34677 4.24283 -1.07 0.38 -1.96 -0.16
O -4.83702 -3.74686 4.97069 0.71 0.09 -0.45 -0.18
C -4.51431 -4.91687 5.68756 -0.64 0.15 1.10 -0.12
N -2.89022 -2.02909 2.20932 0.13 -1.12 1.39 0.04
H -6.06315 -2.66873 2.92891 -0.45 -0.33 -0.29 0.08
H -5.23117 -3.66924 1.73597 0.27 -0.13 0.08 0.08
H -5.53693 -1.96705 1.42889 0.51 0.28 0.08 0.07
H -4.33106 -1.39563 3.57275 -0.31 0.21 0.38 0.11
H -2.93083 -2.90450 4.89821 0.13 0.23 0.21 0.11
H -3.27322 -4.27180 3.83535 0.41 0.10 -0.46 0.10
H -4.21463 -5.79108 5.10959 -0.13 0.13 -0.59 0.09
H -5.39835 -5.16575 6.27461 0.03 -0.13 -0.06 0.09
H -3.70495 -4.72933 6.39315 0.22 0.12 0.17 0.08
H -3.03638 -1.28281 1.54464 -0.42 0.38 -0.25 0.03
H -2.13752 -1.69207 2.79237 0.45 0.16 -0.01 0.02
C 0.86112 -7.07658 -1.50753 1.23 -0.24 0.18 -0.05
C 1.68317 -5.81709 -1.36877 -0.49 1.99 -1.64 -0.39
C 2.94719 -5.71236 -2.27874 -0.23 0.12 0.83 -0.13
O 3.76557 -4.61487 -1.72693 -0.83 -1.02 -0.95 -0.22
C 4.92162 -4.28004 -2.47630 0.40 -0.01 0.11 -0.10
N 0.75183 -4.68385 -1.64115 0.99 -0.02 0.87 0.06
H 1.52904 -7.81855 -1.06997 -0.63 -0.77 -0.12 0.08
H 0.65855 -7.30286 -2.55437 0.17 -0.07 -0.09 0.08
H -0.10689 -7.01677 -1.01006 0.27 0.06 0.28 0.07
H 2.13730 -5.65005 -0.39206 -0.54 -0.25 0.49 0.12
H 2.59773 -5.55625 -3.29933 0.29 0.54 -0.19 0.11
H 3.50852 -6.64668 -2.28649 0.32 -0.05 0.23 0.12
H 5.70214 -5.04044 -2.45013 -0.18 -0.52 0.02 0.09
H 5.39932 -3.42041 -2.00625 -0.37 0.21 0.02 0.06
H 4.73091 -4.04514 -3.52347 -0.32 0.04 -0.05 0.09
H 1.26837 -3.81606 -1.65619 -0.06 0.22 -0.25 0.04
H 0.15176 -4.72169 -2.45268 0.23 -0.39 -0.16 0.06
C -1.37527 3.43862 2.13262 0.21 -0.29 1.13 -0.03
C -0.89661 2.52533 3.29123 -0.67 -0.42 -0.71 -0.39
C -2.01656 1.67274 3.93020 -0.24 0.40 -0.22 -0.17
O -1.62951 1.12872 5.20697 0.51 0.48 0.25 -0.36
C -2.68716 0.42234 5.84902 -0.91 0.06 -1.51 -0.07
N 0.19362 1.65034 2.81821 0.07 0.84 2.29 -0.02
H -1.73521 2.82226 1.30883 0.13 0.26 -0.18 0.07
H -0.46800 3.99550 1.89841 -0.10 -0.02 -0.66 0.07
H -2.11164 4.18593 2.42824 -0.24 -0.20 -0.02 0.08
H -0.50459 3.21322 4.04038 0.13 -0.10 0.40 0.13
H -2.31791 0.86649 3.26143 0.31 -0.40 -0.11 0.12
H -2.92825 2.25220 4.07570 0.03 0.42 0.14 0.14
H -2.35972 -0.17376 6.70080 0.13 0.33 -0.11 0.10
H -3.14796 -0.19854 5.08073 0.24 -0.78 0.11 0.07
H -3.52571 1.08857 6.05171 0.26 0.38 0.77 0.10
H 1.01218 2.22065 2.66070 0.21 0.00 -0.15 0.04
H 0.01843 1.14547 1.96117 -0.46 -0.27 -0.93 0.00
C -1.25784 3.29188 -7.35644 -0.49 0.08 1.03 -0.06
C -0.83345 4.75143 -7.19970 -0.06 0.10 -1.60 -0.42
C -0.00344 5.03647 -5.95268 -1.21 -0.16 0.73 -0.17
O -0.85003 4.79161 -4.76517 1.98 0.23 0.00 -0.20
C 0.01503 4.83675 -3.60634 0.05 0.00 -0.32 -0.11
N -0.06160 5.07987 -8.42637 0.18 0.06 0.29 0.03
H -1.96197 3.08289 -6.55106 0.59 -0.50 0.43 0.05
H -0.35539 2.68082 -7.37344 -0.11 -0.27 0.44 0.09
H -1.85090 2.97392 -8.21392 0.19 0.83 -0.57 0.08
H -1.69138 5.42377 -7.19715 -0.37 -0.21 0.45 0.13
H 0.31101 6.07999 -5.93576 -0.08 0.21 -0.09 0.12
H 0.91784 4.45487 -5.91981 -0.07 -0.44 0.02 0.12
H 0.77776 4.05809 -3.61306 -0.14 -0.48 -0.19 0.07
H -0.52372 4.76257 -2.66169 -0.48 -0.10 -0.31 0.07
H 0.61718 5.74275 -3.53808 -0.24 0.49 -0.27 0.09
H -0.39405 4.46161 -9.15255 0.16 -0.08 -0.14 0.06
H -0.30118 6.00332 -8.75795 0.18 0.24 0.10 0.07
C 3.57505 0.15951 -0.06990 0.08 0.30 1.08 -0.06
C 3.88429 -1.31322 -0.29477 0.97 1.30 0.28 -0.40
C 5.02007 -1.79320 0.68976 -0.77 0.32 -1.53 -0.16
O 6.26839 -1.26623 0.28046 -0.68 0.05 -0.22 -0.18
C 7.27219 -2.22344 0.11098 0.70 0.29 0.13 -0.11
N 2.72258 -2.17534 -0.17280 0.80 0.01 0.34 -0.01
H 4.48371 0.76121 -0.08972 0.18 -0.13 -0.32 0.08
H 3.24112 0.27003 0.96178 -0.27 0.12 0.29 0.04
H 2.81117 0.65512 -0.66903 0.01 -0.45 -0.37 0.07
H 4.24679 -1.37232 -1.32103 0.63 -0.23 -0.11 0.13
H 4.96920 -2.87840 0.60112 0.40 -0.27 0.30 0.12
H 4.86782 -1.48786 1.72498 -0.46 -0.05 0.13 0.12
H 8.15995 -1.64138 -0.13637 0.17 -0.25 0.12 0.09
H 7.11281 -2.93320 -0.70077 -0.35 -0.04 -0.15 0.07
H 7.42607 -2.78452 1.03272 0.19 -0.11 0.11 0.09
H 2.07413 -1.84372 -0.87254 -0.63 0.22 -0.45 0.03
H 3.10906 -3.01679 -0.57617 -0.58 -0.91 0.18 0.05
C 2.59926 4.46583 3.47097 -0.77 -0.72 0.42 -0.04
C 3.38861 3.16656 3.58070 1.57 0.69 -0.30 -0.40
C 4.91626 3.46444 3.87864 -0.89 -0.89 0.31 -0.18
O 5.03313 3.91690 5.22305 0.83 0.84 0.40 -0.21
C 6.42457 4.10405 5.64182 -0.55 -0.76 -0.52 -0.06
N 2.84981 2.31405 4.63490 -0.02 0.57 1.28 -0.04
H 1.54738 4.18019 3.47887 -0.27 0.11 -0.24 0.05
H 2.77251 5.03616 2.55838 0.32 0.01 0.28 0.08
H 2.70514 5.05413 4.38244 0.38 0.27 -0.17 0.09
H 3.32555 2.58617 2.66023 0.14 0.12 -0.27 0.12
H 5.33856 4.12885 3.12477 0.02 0.38 0.13 0.13
H 5.45614 2.51915 3.82344 0.18 -0.30 -0.29 0.12
H 6.89515 3.12746 5.75549 0.13 -0.25 -0.55 0.08
H 6.57589 4.51560 6.63974 -0.97 0.50 -0.13 0.09
H 6.95064 4.71081 4.90481 0.06 -0.02 0.05 0.09
H 3.02407 2.88309 5.45094 -0.36 0.61 0.67 0.07
H 3.56253 1.62734 4.83631 0.09 -0.86 -0.52 0.07
C -6.09401 6.58231 2.25121 0.73 -0.54 0.01 -0.06
C -4.64573 7.05189 2.52550 -0.89 0.38 -0.70 -0.41
C -3.73719 7.10576 1.25370 -0.58 -1.06 1.54 -0.19
O -3.39084 5.77704 0.85207 -0.76 0.39 0.64 -0.21
C -2.40739 5.71167 -0.14277 -0.52 0.45 -0.21 -0.13
N -4.79124 8.43185 3.05474 0.21 -0.86 -0.03 0.03
H -6.65180 7.40440 1.80272 -0.21 -0.20 0.00 0.08
H -6.55690 6.23228 3.17387 -0.12 0.56 0.15 0.07
H -6.12997 5.68911 1.62752 0.17 0.17 -0.44 0.07
H -4.24430 6.36528 3.27084 0.45 0.27 0.04 0.13
H -2.87572 7.67918 1.59598 0.52 -0.03 -0.40 0.12
H -4.27612 7.67508 0.49638 0.07 -0.09 -0.45 0.13
H -2.26711 4.67148 -0.43676 0.23 -0.02 0.32 0.07
H -1.51049 6.19479 0.24488 0.44 -0.16 -0.35 0.09
H -2.77756 6.22480 -1.03033 0.27 0.26 -0.27 0.09
H -5.07093 8.97797 2.25248 -0.22 0.45 0.02 0.06
H -3.90698 8.81294 3.35962 0.22 0.01 0.08 0.06
C 1.35738 0.51388 -3.69748 -0.19 -1.79 -1.03 -0.03
C 0.45420 -0.75150 -3.46970 -0.57 1.22 -0.81 -0.41
C 0.74242 -1.93160 -4.40456 1.25 0.00 0.47 -0.19
O -0.15841 -3.02768 -4.26348 0.69 0.20 0.12 -0.21
C 0.19102 -4.17591 -5.05436 -1.97 0.46 -0.08 -0.09
N 0.60343 -1.15629 -2.09674 -0.18 -0.77 0.03 0.07
H 1.21880 0.82503 -4.73289 -0.02 0.33 -0.01 0.08
H 2.39151 0.17807 -3.62061 0.19 0.20 0.22 0.07
H 1.18631 1.35925 -3.03101 -0.23 -0.25 0.16 0.06
H -0.56604 -0.47134 -3.73185 -0.49 0.31 0.28 0.12
H 1.72866 -2.24239 -4.05984 0.51 -0.46 -0.26 0.12
H 0.82358 -1.63997 -5.45168 -0.16 0.24 -0.11 0.13
H 1.15412 -4.66374 -4.90411 0.15 0.43 0.30 0.08
H -0.01001 -3.98338 -6.10822 0.63 0.36 -0.27 0.09
H -0.63736 -4.84962 -4.83527 0.31 -0.49 0.33 0.08
H -0.02437 -1.93315 -1.94690 -0.21 -0.43 0.28 0.07
H 0.28232 -0.44808 -1.45220 0.24 0.02 0.09 0.03
C 4.48421 2.47286 -3.06933 -1.17 0.52 0.61 -0.05
C 4.59860 3.80944 -2.29748 -0.13 -1.01 0.07 -0.42
C 3.80184 3.88972 -0.98478 -0.15 -0.35 -0.37 -0.19
O 2.40681 3.84023 -1.23434 -0.18 -0.66 -0.18 -0.19
C 1.64651 3.61456 -0.06385 -0.28 0.38 -0.20 -0.10
N 6.00303 4.04716 -2.03186 0.64 0.69 -0.18 0.03
H 4.59706 1.61676 -2.40416 -0.11 -0.05 0.13 0.06
H 5.24570 2.36574 -3.84183 -0.13 0.32 -0.12 0.08
H 3.48246 2.48054 -3.49893 0.04 -0.57 -0.27 0.06
H 4.19685 4.58874 -2.94509 0.25 0.26 -0.03 0.14
H 4.01031 4.81809 -0.45302 0.36 0.18 0.00 0.13
H 4.07183 3.05046 -0.34380 0.21 -0.20 0.21 0.10
H 0.59395 3.73134 -0.32189 0.01 0.34 -0.07 0.08
H 1.93869 4.33567 0.69951 -0.18 0.21 0.15 0.07
H 1.68091 2.62107 0.38322 0.61 -0.45 -0.26 0.06
H 6.43561 3.25521 -1.57823 -0.30 -0.31 0.68 0.07
H 6.42653 3.93943 -2.94243 0.40 0.62 -0.29 0.07
C -4.52306 -0.09437 -1.13432 0.43 0.32 -1.79 -0.02
C -2.97344 0.12411 -1.09836 -1.27 0.30 1.17 -0.40
C -2.47295 1.29852 -1.89031 -1.65 -0.35 -1.10 -0.20
O -2.95085 1.02977 -3.22527 0.26 1.21 0.46 -0.19
C -2.89459 2.21798 -4.02264 0.79 -0.67 0.07 -0.08
N -2.56606 0.20570 0.30613 0.16 -0.66 0.06 0.05
H -5.10229 0.80694 -0.93376 0.17 0.05 0.88 0.08
H -4.89130 -0.98846 -0.63122 0.34 0.31 0.61 0.05
H -4.84890 -0.26128 -2.16100 0.34 -0.17 -0.33 0.07
H -2.50360 -0.69827 -1.63784 0.13 -0.49 0.55 0.11
H -1.38792 1.39723 -1.85785 0.31 -0.08 -0.12 0.11
H -2.90441 2.20853 -1.47338 -0.15 0.41 -0.15 0.12
H -3.11252 1.95098 -5.05672 -0.15 -0.04 0.16 0.08
H -1.86675 2.57754 -3.97402 0.05 0.37 -0.24 0.07
H -3.56051 3.00968 -3.67933 -0.20 -0.07 0.13 0.09
H -1.56104 0.22227 0.40497 0.49 -0.63 0.15 0.00
H -2.82249 1.01900 0.84731 -0.96 0.37 -0.60 0.07